Computed, not measured: a cluster of 3 separate species, C17H43BN8O3P2S in total at a distorted geometry, with ωB97M-V/def2-TZVPD.

Each line ends with the Mulliken charge.
Atoms and positions in Å:
C1 -1.34 5.65 3.88  -0.755
B1 -0.53 4.49 4.61  0.183
O1 0.84 4.35 4.59  -0.673
C2 -1.40 3.36 5.39  0.223
C3 -0.82 1.98 5.07  -0.104
N1 -0.50 1.04 4.53  -0.503
C4 -1.45 3.55 6.95  0.056
S1 -2.14 5.24 7.27  -0.174
C5 -0.09 3.39 7.60  0.074
N2 0.90 3.59 8.08  -0.417
H1 -1.58 5.24 2.86  0.228
H2 -0.75 6.57 3.70  0.288
H3 -2.29 5.84 4.41  0.315
H4 1.30 5.14 4.93  0.328
H5 -2.45 3.41 5.04  0.414
H6 -2.17 2.87 7.43  0.425
H7 -1.09 6.08 7.07  0.181
O2 -2.77 3.73 -0.50  -0.838
P1 -2.43 2.27 -0.76  0.774
N3 -1.02 2.23 0.23  0.290
C6 0.38 2.30 -0.12  -1.066
C7 -1.25 2.32 1.66  -1.379
N4 -2.14 2.44 -2.44  0.225
C8 -0.95 2.05 -3.16  -0.981
C9 -2.69 3.64 -3.08  -0.971
N5 -2.30 0.51 -1.01  0.117
C10 -3.63 -0.09 -0.75  -1.102
C11 -1.28 -0.40 -0.50  -0.950
H8 0.93 1.52 0.41  0.447
H9 0.82 3.27 0.15  0.279
H10 0.58 2.14 -1.17  0.199
H11 -1.72 1.40 2.04  0.304
H12 -1.92 3.16 1.90  0.235
H13 -0.33 2.47 2.22  0.552
H14 -0.14 2.78 -3.04  0.339
H15 -1.15 1.98 -4.23  0.415
H16 -0.59 1.06 -2.88  0.148
H17 -2.06 4.52 -2.88  0.314
H18 -3.70 3.85 -2.73  0.305
H19 -2.76 3.51 -4.16  0.338
H20 -3.88 -0.07 0.31  0.381
H21 -3.68 -1.13 -1.10  0.337
H22 -4.41 0.46 -1.29  0.357
H23 -1.22 -0.41 0.59  0.177
H24 -0.30 -0.18 -0.92  0.226
H25 -1.50 -1.42 -0.82  0.452
O3 1.27 -2.05 -1.88  -0.804
P2 1.43 -3.55 -2.08  0.703
N6 2.81 -3.71 -1.07  0.250
C12 4.21 -3.83 -1.41  -1.127
C13 2.59 -3.54 0.35  -1.076
N7 1.75 -3.48 -3.76  0.217
C14 2.89 -4.04 -4.45  -1.078
C15 1.36 -2.25 -4.45  -0.911
N8 1.34 -5.32 -2.25  0.036
C16 -0.06 -5.75 -1.99  -1.126
C17 2.23 -6.32 -1.70  -0.959
H26 4.67 -4.65 -0.85  0.427
H27 4.77 -2.91 -1.17  0.310
H28 4.40 -4.06 -2.45  0.300
H29 2.02 -4.39 0.76  0.292
H30 2.03 -2.62 0.56  0.202
H31 3.52 -3.48 0.91  0.415
H32 3.78 -3.41 -4.34  0.365
H33 2.69 -4.13 -5.52  0.394
H34 3.12 -5.05 -4.13  0.243
H35 2.08 -1.44 -4.27  0.312
H36 0.37 -1.91 -4.13  0.206
H37 1.28 -2.41 -5.53  0.365
H38 -0.31 -5.65 -0.93  0.362
H39 -0.23 -6.78 -2.30  0.384
H40 -0.75 -5.13 -2.57  0.343
H41 2.29 -6.30 -0.61  0.248
H42 3.24 -6.24 -2.12  0.265
H43 1.89 -7.32 -1.99  0.429

Frontier orbital gap   7.018 eV
Charge   0
Strongest force on any atom   0.14348 Eh/bohr
Structure (SMILES)   CB(O)[C@@H](C#N)[C@H](S)C#N.CN(C)P(=O)(N(C)C)N(C)C.CN(C)P(=O)(N(C)C)N(C)C


Computed, not measured: a structure of composition C17H44BaNO20S5 at a distorted geometry, with ωB97M-V/def2-TZVPD.

Each line ends with the Mulliken charge.
Atoms and positions in Å:
Ba1 0.35 0.28 -0.67  0.933
N1 3.60 -1.40 -1.33  0.879
O1 3.08 -0.36 -1.73  -0.555
O2 3.05 -2.11 -0.51  -0.572
O3 4.67 -1.80 -1.80  -0.699
O4 0.14 0.73 -3.55  -0.865
C1 -1.11 1.31 -3.86  -0.611
C2 -2.18 1.55 -2.76  -0.300
O5 -1.86 1.93 -1.43  -0.753
H1 -1.58 0.68 -4.61  0.279
H2 -1.01 2.31 -4.28  0.311
H3 -2.75 0.63 -2.59  -0.036
H4 -2.96 2.23 -3.08  0.261
O6 2.69 3.52 -3.39  -0.612
S1 2.13 3.70 -2.03  0.846
O7 2.00 2.55 -1.14  -0.450
O8 2.99 4.90 -1.21  -0.294
C3 3.40 6.04 -1.99  -0.275
C4 2.88 7.31 -1.35  -1.184
C5 0.50 4.54 -2.23  -0.264
H5 3.09 6.05 -3.03  0.390
H6 4.47 6.21 -1.92  0.314
H7 1.79 7.40 -1.30  0.306
H8 3.27 8.13 -1.97  0.390
H9 3.24 7.47 -0.34  0.302
H10 -0.19 3.82 -2.66  -0.107
H11 0.69 5.36 -2.92  0.351
H12 0.13 4.76 -1.23  0.184
O9 0.00 1.75 1.57  0.161
S2 -0.04 3.09 2.09  0.774
O10 -0.46 4.14 1.13  -0.667
O11 -1.02 3.02 3.46  -0.375
C6 -0.44 2.39 4.60  0.539
C7 -1.58 1.80 5.43  -1.262
C8 1.68 3.44 2.75  -0.685
H13 0.03 3.13 5.25  0.292
H14 0.24 1.57 4.38  -0.180
H15 -1.94 0.93 4.86  0.153
H16 -2.44 2.42 5.66  0.353
H17 -1.13 1.30 6.28  0.403
H18 2.28 3.63 1.86  0.299
H19 1.92 2.46 3.18  0.094
H20 1.61 4.26 3.46  0.372
O12 -1.89 -1.12 0.02  0.297
S3 -3.19 -1.10 0.70  0.941
O13 -4.40 -1.24 -0.10  -0.773
O14 -3.26 -2.27 1.83  -0.394
C9 -2.82 -3.50 1.41  0.396
C10 -2.96 -4.40 2.63  -1.567
C11 -3.16 0.40 1.81  -0.732
H21 -1.76 -3.46 1.14  -0.211
H22 -3.39 -3.90 0.57  0.436
H23 -2.40 -4.09 3.51  0.280
H24 -2.82 -5.44 2.34  0.379
H25 -4.01 -4.26 2.89  0.461
H26 -2.59 1.21 1.35  0.068
H27 -2.76 0.05 2.76  0.215
H28 -4.22 0.61 1.95  0.485
O15 0.42 -1.08 1.69  0.189
S4 0.59 -1.54 3.07  0.808
O16 -0.31 -1.01 4.12  -0.617
O17 0.41 -3.19 3.13  -0.316
C12 1.00 -3.96 2.08  0.617
C13 1.49 -5.32 2.63  -1.549
C14 2.37 -1.30 3.57  -0.794
H29 1.83 -3.41 1.62  0.252
H30 0.33 -4.17 1.25  -0.064
H31 0.83 -5.99 3.18  0.334
H32 2.29 -5.05 3.33  0.340
H33 2.02 -5.93 1.90  0.391
H34 2.46 -0.21 3.47  0.151
H35 2.98 -1.74 2.78  0.330
H36 2.49 -1.66 4.59  0.371
O18 -1.52 -4.05 -1.50  -0.692
S5 -0.99 -3.11 -2.47  0.845
O19 -0.09 -2.03 -2.12  -0.266
O20 -0.33 -3.95 -3.75  -0.256
C15 0.14 -3.38 -4.97  -0.005
C16 1.02 -4.35 -5.76  -1.360
C17 -2.46 -2.30 -3.25  -0.640
H37 0.71 -2.47 -4.77  0.272
H38 -0.82 -3.20 -5.45  0.254
H39 1.30 -3.75 -6.63  0.400
H40 0.50 -5.22 -6.17  0.324
H41 1.96 -4.62 -5.29  0.346
H42 -2.19 -1.87 -4.21  0.233
H43 -2.84 -1.59 -2.52  -0.041
H44 -3.21 -3.08 -3.37  0.423

Frontier orbital gap   4.242 eV
Charge   -1
Energy relative to the best compared isomer or geometry (same formula, charge and spin)   2.730 eV
Strongest force on any atom   0.07668 Eh/bohr


Repeat the first record exactly.
Computed, not measured: a cluster of 3 separate species, C17H43BN8O3P2S in total at a distorted geometry, with ωB97M-V/def2-TZVPD.

Each line ends with the Mulliken charge.
Atoms and positions in Å:
C1 -1.34 5.65 3.88  -0.755
B1 -0.53 4.49 4.61  0.183
O1 0.84 4.35 4.59  -0.673
C2 -1.40 3.36 5.39  0.223
C3 -0.82 1.98 5.07  -0.104
N1 -0.50 1.04 4.53  -0.503
C4 -1.45 3.55 6.95  0.056
S1 -2.14 5.24 7.27  -0.174
C5 -0.09 3.39 7.60  0.074
N2 0.90 3.59 8.08  -0.417
H1 -1.58 5.24 2.86  0.228
H2 -0.75 6.57 3.70  0.288
H3 -2.29 5.84 4.41  0.315
H4 1.30 5.14 4.93  0.328
H5 -2.45 3.41 5.04  0.414
H6 -2.17 2.87 7.43  0.425
H7 -1.09 6.08 7.07  0.181
O2 -2.77 3.73 -0.50  -0.838
P1 -2.43 2.27 -0.76  0.774
N3 -1.02 2.23 0.23  0.290
C6 0.38 2.30 -0.12  -1.066
C7 -1.25 2.32 1.66  -1.379
N4 -2.14 2.44 -2.44  0.225
C8 -0.95 2.05 -3.16  -0.981
C9 -2.69 3.64 -3.08  -0.971
N5 -2.30 0.51 -1.01  0.117
C10 -3.63 -0.09 -0.75  -1.102
C11 -1.28 -0.40 -0.50  -0.950
H8 0.93 1.52 0.41  0.447
H9 0.82 3.27 0.15  0.279
H10 0.58 2.14 -1.17  0.199
H11 -1.72 1.40 2.04  0.304
H12 -1.92 3.16 1.90  0.235
H13 -0.33 2.47 2.22  0.552
H14 -0.14 2.78 -3.04  0.339
H15 -1.15 1.98 -4.23  0.415
H16 -0.59 1.06 -2.88  0.148
H17 -2.06 4.52 -2.88  0.314
H18 -3.70 3.85 -2.73  0.305
H19 -2.76 3.51 -4.16  0.338
H20 -3.88 -0.07 0.31  0.381
H21 -3.68 -1.13 -1.10  0.337
H22 -4.41 0.46 -1.29  0.357
H23 -1.22 -0.41 0.59  0.177
H24 -0.30 -0.18 -0.92  0.226
H25 -1.50 -1.42 -0.82  0.452
O3 1.27 -2.05 -1.88  -0.804
P2 1.43 -3.55 -2.08  0.703
N6 2.81 -3.71 -1.07  0.250
C12 4.21 -3.83 -1.41  -1.127
C13 2.59 -3.54 0.35  -1.076
N7 1.75 -3.48 -3.76  0.217
C14 2.89 -4.04 -4.45  -1.078
C15 1.36 -2.25 -4.45  -0.911
N8 1.34 -5.32 -2.25  0.036
C16 -0.06 -5.75 -1.99  -1.126
C17 2.23 -6.32 -1.70  -0.959
H26 4.67 -4.65 -0.85  0.427
H27 4.77 -2.91 -1.17  0.310
H28 4.40 -4.06 -2.45  0.300
H29 2.02 -4.39 0.76  0.292
H30 2.03 -2.62 0.56  0.202
H31 3.52 -3.48 0.91  0.415
H32 3.78 -3.41 -4.34  0.365
H33 2.69 -4.13 -5.52  0.394
H34 3.12 -5.05 -4.13  0.243
H35 2.08 -1.44 -4.27  0.312
H36 0.37 -1.91 -4.13  0.206
H37 1.28 -2.41 -5.53  0.365
H38 -0.31 -5.65 -0.93  0.362
H39 -0.23 -6.78 -2.30  0.384
H40 -0.75 -5.13 -2.57  0.343
H41 2.29 -6.30 -0.61  0.248
H42 3.24 -6.24 -2.12  0.265
H43 1.89 -7.32 -1.99  0.429

Frontier orbital gap   7.018 eV
Charge   0
Strongest force on any atom   0.14348 Eh/bohr
Structure (SMILES)   CB(O)[C@@H](C#N)[C@H](S)C#N.CN(C)P(=O)(N(C)C)N(C)C.CN(C)P(=O)(N(C)C)N(C)C


Copy entry 1 word for word.
Computed, not measured: a cluster of 3 separate species, C17H43BN8O3P2S in total at a distorted geometry, with ωB97M-V/def2-TZVPD.

Each line ends with the Mulliken charge.
Atoms and positions in Å:
C1 -1.34 5.65 3.88  -0.755
B1 -0.53 4.49 4.61  0.183
O1 0.84 4.35 4.59  -0.673
C2 -1.40 3.36 5.39  0.223
C3 -0.82 1.98 5.07  -0.104
N1 -0.50 1.04 4.53  -0.503
C4 -1.45 3.55 6.95  0.056
S1 -2.14 5.24 7.27  -0.174
C5 -0.09 3.39 7.60  0.074
N2 0.90 3.59 8.08  -0.417
H1 -1.58 5.24 2.86  0.228
H2 -0.75 6.57 3.70  0.288
H3 -2.29 5.84 4.41  0.315
H4 1.30 5.14 4.93  0.328
H5 -2.45 3.41 5.04  0.414
H6 -2.17 2.87 7.43  0.425
H7 -1.09 6.08 7.07  0.181
O2 -2.77 3.73 -0.50  -0.838
P1 -2.43 2.27 -0.76  0.774
N3 -1.02 2.23 0.23  0.290
C6 0.38 2.30 -0.12  -1.066
C7 -1.25 2.32 1.66  -1.379
N4 -2.14 2.44 -2.44  0.225
C8 -0.95 2.05 -3.16  -0.981
C9 -2.69 3.64 -3.08  -0.971
N5 -2.30 0.51 -1.01  0.117
C10 -3.63 -0.09 -0.75  -1.102
C11 -1.28 -0.40 -0.50  -0.950
H8 0.93 1.52 0.41  0.447
H9 0.82 3.27 0.15  0.279
H10 0.58 2.14 -1.17  0.199
H11 -1.72 1.40 2.04  0.304
H12 -1.92 3.16 1.90  0.235
H13 -0.33 2.47 2.22  0.552
H14 -0.14 2.78 -3.04  0.339
H15 -1.15 1.98 -4.23  0.415
H16 -0.59 1.06 -2.88  0.148
H17 -2.06 4.52 -2.88  0.314
H18 -3.70 3.85 -2.73  0.305
H19 -2.76 3.51 -4.16  0.338
H20 -3.88 -0.07 0.31  0.381
H21 -3.68 -1.13 -1.10  0.337
H22 -4.41 0.46 -1.29  0.357
H23 -1.22 -0.41 0.59  0.177
H24 -0.30 -0.18 -0.92  0.226
H25 -1.50 -1.42 -0.82  0.452
O3 1.27 -2.05 -1.88  -0.804
P2 1.43 -3.55 -2.08  0.703
N6 2.81 -3.71 -1.07  0.250
C12 4.21 -3.83 -1.41  -1.127
C13 2.59 -3.54 0.35  -1.076
N7 1.75 -3.48 -3.76  0.217
C14 2.89 -4.04 -4.45  -1.078
C15 1.36 -2.25 -4.45  -0.911
N8 1.34 -5.32 -2.25  0.036
C16 -0.06 -5.75 -1.99  -1.126
C17 2.23 -6.32 -1.70  -0.959
H26 4.67 -4.65 -0.85  0.427
H27 4.77 -2.91 -1.17  0.310
H28 4.40 -4.06 -2.45  0.300
H29 2.02 -4.39 0.76  0.292
H30 2.03 -2.62 0.56  0.202
H31 3.52 -3.48 0.91  0.415
H32 3.78 -3.41 -4.34  0.365
H33 2.69 -4.13 -5.52  0.394
H34 3.12 -5.05 -4.13  0.243
H35 2.08 -1.44 -4.27  0.312
H36 0.37 -1.91 -4.13  0.206
H37 1.28 -2.41 -5.53  0.365
H38 -0.31 -5.65 -0.93  0.362
H39 -0.23 -6.78 -2.30  0.384
H40 -0.75 -5.13 -2.57  0.343
H41 2.29 -6.30 -0.61  0.248
H42 3.24 -6.24 -2.12  0.265
H43 1.89 -7.32 -1.99  0.429

Frontier orbital gap   7.018 eV
Charge   0
Strongest force on any atom   0.14348 Eh/bohr
Structure (SMILES)   CB(O)[C@@H](C#N)[C@H](S)C#N.CN(C)P(=O)(N(C)C)N(C)C.CN(C)P(=O)(N(C)C)N(C)C